No. 1
Here is 15 unconnected molecules or ions with the total composition C69H200N24O29P8S7 from the OMol25 dataset. Energies are from the ωB97M-V functional and the def2-TZVPD basis.

- HOMO level (eV) = -8.03

The geometry in XYZ format:
```
337
C69H200N24O29P8S7 | the OMol25 dataset | the ωB97M-V functional and the def2-TZVPD basis
O 5.84 -1.25 -6.87
P 5.97 0.17 -6.30
N 7.19 1.06 -7.15
C 7.39 0.61 -8.49
C 7.65 2.39 -6.84
N 6.49 0.15 -4.60
C 7.30 -0.96 -4.12
C 6.19 1.23 -3.63
N 4.51 1.09 -6.19
C 4.36 2.57 -6.24
C 3.26 0.39 -5.99
H 6.68 1.20 -9.07
H 7.24 -0.47 -8.49
H 8.34 0.98 -8.88
H 6.96 3.12 -7.26
H 8.59 2.60 -7.36
H 7.68 2.63 -5.77
H 7.51 -1.68 -4.91
H 8.21 -0.51 -3.71
H 6.77 -1.37 -3.27
H 6.13 0.94 -2.58
H 6.88 2.01 -3.92
H 5.16 1.53 -3.82
H 3.34 2.92 -6.09
H 4.89 3.04 -5.41
H 4.60 2.91 -7.25
H 3.16 0.18 -4.93
H 3.38 -0.59 -6.44
H 2.49 1.03 -6.43
O 1.80 7.91 -1.74
P 1.22 6.61 -1.34
N 2.07 5.86 0.05
C 2.77 6.78 1.00
C 1.78 4.64 0.66
N 1.19 5.44 -2.58
C 0.07 5.53 -3.53
C 2.42 4.95 -3.24
N -0.46 6.72 -0.89
C -1.24 7.93 -0.92
C -1.16 5.53 -0.34
H 2.92 7.72 0.47
H 3.75 6.42 1.33
H 2.30 6.98 1.96
H 2.65 4.29 1.22
H 1.50 3.82 -0.01
H 1.05 4.82 1.45
H -0.93 5.31 -3.16
H -0.05 6.58 -3.80
H 0.21 4.96 -4.45
H 2.42 3.87 -3.44
H 2.75 5.55 -4.08
H 3.28 5.11 -2.59
H -0.69 8.68 -1.50
H -2.23 7.82 -1.36
H -1.44 8.28 0.09
H -0.68 4.62 -0.71
H -2.17 5.46 -0.74
H -1.13 5.46 0.75
O 1.28 1.22 0.34
P 0.37 0.44 -0.53
N -0.20 -1.03 0.12
C -1.12 -1.90 -0.66
C -0.09 -1.33 1.51
N 0.99 0.11 -2.10
C 1.16 1.17 -3.04
C 1.95 -1.02 -2.32
N -1.09 1.21 -0.68
C -1.81 1.67 0.51
C -1.86 1.31 -1.93
H -0.72 -2.90 -0.80
H -1.23 -1.42 -1.63
H -2.11 -1.87 -0.19
H 0.17 -0.38 1.99
H 0.65 -2.09 1.76
H -1.11 -1.59 1.82
H 2.20 1.51 -2.98
H 0.85 0.76 -4.00
H 0.56 2.05 -2.84
H 2.93 -0.59 -2.09
H 1.68 -1.81 -1.62
H 2.04 -1.45 -3.31
H -1.10 2.11 1.21
H -2.51 2.48 0.28
H -2.37 0.97 1.13
H -2.09 2.37 -2.03
H -2.80 0.78 -1.83
H -1.43 0.77 -2.77
O -7.13 -3.62 1.11
P -6.20 -2.60 1.66
N -5.17 -1.97 0.48
C -5.63 -1.98 -0.93
C -4.37 -0.80 0.82
N -5.21 -3.17 2.94
C -4.03 -3.89 2.76
C -6.01 -3.68 4.12
N -6.91 -1.23 2.37
C -6.30 -0.34 3.33
C -8.36 -1.00 2.26
H -6.38 -1.21 -1.10
H -6.07 -2.92 -1.25
H -4.78 -1.69 -1.55
H -3.68 -0.57 0.01
H -3.83 -0.94 1.76
H -5.04 0.04 1.04
H -3.55 -4.03 3.72
H -4.22 -4.91 2.41
H -3.35 -3.42 2.05
H -5.40 -3.62 5.02
H -6.81 -2.97 4.32
H -6.38 -4.70 4.00
H -6.57 -0.77 4.30
H -5.23 -0.20 3.24
H -6.82 0.61 3.39
H -8.79 -1.68 1.52
H -8.38 -0.06 1.72
H -8.99 -1.23 3.11
O -2.95 -0.58 -5.40
P -2.68 -1.81 -6.15
N -3.18 -1.74 -7.79
C -2.30 -0.95 -8.68
C -4.61 -1.47 -8.07
N -3.50 -3.12 -5.45
C -3.42 -3.34 -4.01
C -3.64 -4.33 -6.30
N -1.05 -2.33 -6.23
C 0.03 -1.44 -5.70
C -0.55 -3.50 -6.95
H -1.27 -1.21 -8.47
H -2.37 0.11 -8.42
H -2.41 -1.28 -9.72
H -4.92 -1.69 -9.09
H -4.86 -0.43 -7.83
H -5.12 -2.20 -7.45
H -2.38 -3.51 -3.72
H -3.94 -2.58 -3.43
H -3.82 -4.27 -3.60
H -4.69 -4.61 -6.28
H -3.51 -4.13 -7.36
H -2.99 -5.14 -5.98
H -0.42 -0.72 -5.02
H 0.68 -1.97 -5.01
H 0.52 -0.91 -6.52
H 0.40 -3.88 -6.59
H -0.30 -3.20 -7.97
H -1.25 -4.32 -7.12
O -1.10 -4.38 5.06
P -0.82 -5.73 4.52
N -2.19 -6.72 4.30
C -2.11 -7.96 3.43
C -3.31 -6.60 5.21
N 0.28 -6.65 5.55
C 0.08 -6.54 7.04
C 0.91 -7.90 5.09
N -0.07 -5.64 2.97
C -0.86 -5.14 1.80
C 1.36 -5.40 2.77
H -2.24 -8.95 3.87
H -1.12 -8.04 2.99
H -2.80 -8.01 2.59
H -3.58 -5.56 5.35
H -2.99 -7.15 6.10
H -4.22 -7.00 4.76
H -0.72 -7.21 7.37
H 0.96 -6.82 7.63
H -0.15 -5.50 7.24
H 0.27 -8.74 4.79
H 1.55 -7.69 4.23
H 1.59 -8.26 5.86
H -0.24 -4.73 1.00
H -1.27 -6.05 1.37
H -1.54 -4.36 2.13
H 1.77 -5.85 1.87
H 1.98 -5.73 3.61
H 1.69 -4.36 2.75
O 4.19 -1.26 4.17
P 3.67 -2.03 5.35
N 4.38 -1.63 6.90
C 4.05 -0.37 7.51
C 5.75 -2.24 7.24
N 3.92 -3.70 5.22
C 3.44 -4.76 6.10
C 4.72 -4.26 4.14
N 2.02 -1.89 5.65
C 1.15 -1.39 4.60
C 1.32 -2.61 6.70
H 4.05 0.46 6.80
H 4.75 -0.14 8.31
H 3.10 -0.32 8.05
H 6.53 -1.50 7.06
H 5.97 -3.09 6.60
H 5.92 -2.52 8.29
H 3.15 -4.41 7.09
H 2.62 -5.38 5.75
H 4.28 -5.39 6.38
H 4.48 -5.29 3.88
H 4.51 -3.79 3.18
H 5.79 -4.13 4.32
H 1.52 -0.39 4.36
H 1.28 -2.08 3.77
H 0.09 -1.39 4.87
H 1.23 -3.65 6.39
H 0.32 -2.20 6.88
H 1.79 -2.50 7.67
O -4.74 5.58 1.07
P -5.99 5.21 0.41
N -7.38 6.08 0.97
C -7.37 6.98 2.07
C -8.59 6.26 0.19
N -6.34 3.56 0.46
C -5.46 2.61 -0.11
C -7.12 2.93 1.56
N -5.91 5.56 -1.24
C -6.90 4.99 -2.20
C -4.86 6.45 -1.79
H -8.24 7.07 2.71
H -7.11 8.00 1.79
H -6.55 6.66 2.72
H -9.35 6.81 0.74
H -8.99 5.26 0.03
H -8.37 6.75 -0.76
H -6.04 1.74 -0.41
H -5.08 2.96 -1.07
H -4.69 2.37 0.63
H -6.43 2.85 2.40
H -7.92 3.60 1.86
H -7.47 1.95 1.25
H -7.61 4.37 -1.66
H -7.56 5.74 -2.64
H -6.38 4.46 -3.01
H -5.34 7.42 -1.84
H -4.50 6.01 -2.72
H -4.02 6.50 -1.10
O -3.57 2.82 -7.00
S -3.35 3.28 -5.61
O -2.00 3.36 -5.06
O -4.07 4.77 -5.28
C -4.95 5.37 -6.29
C -6.32 4.81 -6.06
C -4.39 2.32 -4.44
H -4.50 5.27 -7.28
H -4.85 6.43 -6.10
H -7.03 5.35 -6.68
H -6.63 4.99 -5.03
H -6.31 3.77 -6.39
H -4.51 2.85 -3.49
H -3.83 1.42 -4.17
H -5.24 2.05 -5.07
O 3.33 4.14 3.91
S 4.40 3.28 3.44
O 5.36 3.66 2.41
O 5.36 2.93 4.73
C 6.47 2.07 4.55
C 7.18 1.72 5.85
C 3.72 1.59 3.04
H 7.15 2.49 3.81
H 6.18 1.11 4.12
H 7.50 2.61 6.40
H 8.08 1.16 5.62
H 6.63 1.12 6.57
H 4.53 0.91 2.79
H 3.10 1.80 2.17
H 3.04 1.23 3.82
O 6.83 -4.71 1.81
S 5.95 -4.19 0.77
O 4.57 -4.60 0.66
O 6.01 -2.52 0.91
C 5.14 -1.67 0.12
C 3.81 -1.50 0.86
C 6.79 -4.51 -0.80
H 4.87 -2.08 -0.86
H 5.63 -0.71 0.01
H 3.14 -2.36 0.94
H 3.21 -0.64 0.56
H 3.95 -1.21 1.90
H 6.46 -5.43 -1.27
H 7.79 -4.52 -0.36
H 6.90 -3.68 -1.50
O -1.69 -3.46 8.89
S -3.04 -2.85 8.88
O -3.56 -2.21 10.12
O -3.13 -1.78 7.58
C -2.59 -2.13 6.29
C -2.90 -1.05 5.21
C -4.29 -4.07 8.27
H -3.17 -3.01 6.05
H -1.55 -2.45 6.29
H -2.24 -0.19 5.31
H -3.91 -0.65 5.22
H -2.64 -1.44 4.22
H -4.79 -4.63 9.06
H -3.82 -4.86 7.67
H -5.04 -3.51 7.70
O -4.29 2.05 3.84
S -3.13 2.82 4.31
O -3.11 3.18 5.73
O -1.76 1.95 3.92
C -0.48 2.45 4.44
C 0.50 2.62 3.36
C -2.85 4.29 3.18
H -0.16 1.79 5.25
H -0.65 3.44 4.85
H 1.46 2.83 3.83
H 0.20 3.53 2.84
H 0.71 1.74 2.75
H -1.84 4.61 3.45
H -3.64 4.98 3.48
H -2.94 4.02 2.13
O 7.34 4.97 -3.88
S 7.10 4.80 -2.43
O 7.02 5.93 -1.57
O 5.82 3.82 -2.18
C 5.20 3.75 -0.97
C 4.24 2.64 -0.91
C 8.45 3.77 -1.76
H 4.66 4.68 -0.80
H 5.88 3.82 -0.13
H 4.68 1.64 -1.02
H 3.55 2.77 -1.74
H 3.62 2.59 -0.01
H 8.13 3.26 -0.85
H 9.11 4.55 -1.38
H 8.81 3.09 -2.52
O 4.03 -3.04 -3.61
S 4.43 -4.33 -4.18
O 5.68 -5.04 -3.87
O 3.18 -5.42 -3.91
C 1.83 -4.97 -3.71
C 1.55 -4.74 -2.21
C 4.35 -4.24 -5.97
H 1.17 -5.77 -4.05
H 1.44 -4.10 -4.24
H 0.57 -4.32 -1.99
H 2.35 -4.25 -1.66
H 1.47 -5.72 -1.75
H 4.54 -5.23 -6.38
H 5.20 -3.61 -6.22
H 3.38 -3.84 -6.24
```


No. 2
Here is a molecular structure, C69H47Cl4IrN4OS2Sb from the OMol25 dataset. Energies are from the ωB97M-V functional and the def2-TZVPD basis.

- net charge = +1
- relative energy (zero: lowest compared OMol25 entry of this formula, charge and spin) (kJ/mol) = 179.9
- HOMO level (alpha / beta) (eV) = -9.13 / -9.13

The geometry in XYZ format:
```
129
C69H47Cl4IrN4OS2Sb | the OMol25 dataset | the ωB97M-V functional and the def2-TZVPD basis
Ir 0.43 -0.19 0.32
Cl 1.01 2.50 9.29
C 0.78 2.11 7.63
C 1.11 3.03 6.64
C 0.98 2.69 5.31
C 0.50 1.44 4.95
C 0.14 0.53 5.95
C 0.28 0.86 7.28
C 0.44 1.02 3.54
C 1.68 0.92 2.86
C 2.93 1.21 3.46
C 3.90 0.79 2.57
C 3.23 0.24 1.46
C 3.89 -0.30 0.32
C 5.35 -0.48 0.42
C 5.90 -1.25 1.45
C 7.26 -1.38 1.59
C 8.11 -0.73 0.70
Cl 9.82 -0.84 0.90
C 7.58 0.02 -0.35
C 6.22 0.14 -0.49
C 3.24 -0.64 -0.86
N 1.89 -0.61 -1.07
C 1.67 -1.11 -2.33
C 0.44 -1.45 -2.88
C 0.43 -2.12 -4.19
C 0.93 -1.48 -5.32
C 0.91 -2.11 -6.55
C 0.41 -3.41 -6.65
Cl 0.43 -4.21 -8.17
C -0.08 -4.06 -5.53
C -0.08 -3.41 -4.31
C -0.81 -1.29 -2.23
C -2.05 -1.66 -2.79
C -3.01 -1.46 -1.83
C -2.33 -0.97 -0.68
N -1.00 -0.82 -0.96
C -2.96 -0.75 0.57
C -2.31 -0.24 1.69
C -2.93 -0.04 2.97
C -2.00 0.51 3.79
C -0.78 0.58 3.03
N -1.00 0.12 1.76
C -4.36 -1.17 0.71
C -4.73 -2.49 0.42
C -6.03 -2.92 0.60
C -6.99 -2.03 1.04
Cl -8.63 -2.54 1.19
C -6.65 -0.72 1.35
C -5.34 -0.30 1.19
C 2.93 -1.43 -2.94
C 3.90 -1.16 -2.03
N 1.88 0.33 1.63
H 1.49 4.00 6.93
H 1.22 3.41 4.54
H -0.22 -0.45 5.68
H 0.02 0.15 8.05
H 3.08 1.67 4.41
H 4.96 0.85 2.70
H 5.24 -1.76 2.14
H 7.69 -1.98 2.38
H 8.25 0.50 -1.05
H 5.81 0.75 -1.27
H 1.31 -0.48 -5.24
H 1.27 -1.60 -7.43
H -0.47 -5.06 -5.61
H -0.45 -3.92 -3.43
H -2.20 -2.04 -3.79
H -4.06 -1.63 -1.92
H -3.94 -0.29 3.22
H -2.14 0.82 4.80
H -3.98 -3.18 0.07
H -6.29 -3.94 0.38
H -7.40 -0.04 1.71
H -5.08 0.73 1.41
H 3.06 -1.85 -3.92
H 4.95 -1.32 -2.13
C -1.37 -3.46 2.47
S -0.25 -2.84 1.14
O -0.53 -3.66 -0.03
C 1.27 -3.46 1.90
C 1.84 -4.64 1.47
C 3.02 -5.07 2.05
C 3.62 -4.29 3.03
C 3.04 -3.11 3.45
C 1.85 -2.69 2.88
H -1.24 -4.54 2.57
H -2.38 -3.21 2.19
H -1.09 -2.96 3.39
H 1.35 -5.21 0.68
H 3.47 -6.00 1.75
H 4.54 -4.64 3.48
H 3.51 -2.51 4.22
H 1.39 -1.76 3.18
S 0.13 2.46 -0.33
Sb -0.90 2.95 -2.36
C -0.91 1.81 -4.20
C -2.01 0.99 -4.41
C -2.16 0.35 -5.63
C -1.24 0.56 -6.65
C -0.14 1.38 -6.42
C 0.04 1.99 -5.19
C -0.24 4.98 -2.60
C -0.55 5.81 -1.53
C -0.17 7.14 -1.55
C 0.53 7.63 -2.64
C 0.85 6.80 -3.70
C 0.46 5.47 -3.68
C -3.02 3.21 -2.19
C -3.61 4.02 -3.14
C -4.98 4.22 -3.12
C -5.75 3.59 -2.15
C -5.15 2.78 -1.20
C -3.77 2.59 -1.21
H -2.75 0.85 -3.64
H -3.01 -0.29 -5.79
H -1.38 0.09 -7.61
H 0.58 1.54 -7.21
H 0.91 2.61 -5.02
H -1.09 5.41 -0.67
H -0.42 7.79 -0.73
H 0.83 8.67 -2.67
H 1.41 7.18 -4.54
H 0.71 4.83 -4.52
H -3.00 4.51 -3.90
H -5.44 4.85 -3.85
H -6.82 3.74 -2.13
H -5.75 2.29 -0.45
H -3.30 1.96 -0.47
```


Number 1: E -320095.584 eV. Number 2: E -161456.900 eV.